[1]
113
Properties=species:S:1:pos:R:3:mulliken_charge:R:1 method="wB97M-V/def2-TZVPD" homo_ev=-6.16 gap_ev=6.0 charge=0
K -0.459 0.513 -0.463 1.098
C 0.617 6.303 -0.455 -0.646
C -0.757 6.281 -0.256 -0.796
C -1.394 5.114 0.134 0.004
C -0.669 3.929 0.348 -0.589
C 0.717 3.968 0.143 -0.121
C 1.344 5.138 -0.252 -0.682
N -1.284 2.722 0.645 1.799
C -2.143 2.589 1.623 0.107
C -2.411 3.618 2.605 -0.931
C -3.326 3.446 3.589 -0.671
C -4.055 2.226 3.721 -0.864
C -3.810 1.208 2.862 -0.649
C -2.858 1.330 1.803 -0.425
N -2.534 0.331 0.980 1.253
N -3.199 -0.770 1.069 -1.182
C -2.695 -1.879 0.454 -0.402
C -3.605 -2.928 0.188 -0.810
C -3.144 -4.123 -0.304 -0.863
C -1.773 -4.283 -0.519 -0.578
C -0.956 -3.206 -0.244 -0.957
N -1.374 -2.026 0.211 1.504
H 1.117 7.212 -0.762 0.389
H -1.340 7.181 -0.412 0.372
H -2.470 5.093 0.261 0.427
H 1.296 3.071 0.324 0.274
H 2.419 5.140 -0.394 0.414
H -1.841 4.534 2.548 0.478
H -3.499 4.244 4.302 0.393
H -4.774 2.120 4.523 0.395
H -4.332 0.264 2.951 0.503
H -4.654 -2.746 0.376 0.536
H -3.831 -4.931 -0.524 0.383
H -1.364 -5.218 -0.877 0.515
H 0.120 -3.289 -0.401 0.312
C -1.258 4.029 -3.252 -1.038
P -1.776 2.301 -2.847 1.846
C -3.587 2.596 -2.631 -1.540
C -1.835 1.561 -4.536 -0.465
C -2.024 2.328 -5.685 -0.823
C -2.043 1.739 -6.938 -0.860
C -1.870 0.368 -7.058 -0.856
C -1.678 -0.406 -5.926 -0.861
C -1.661 0.173 -4.659 0.647
P -1.469 -0.794 -3.107 1.242
C -0.433 -2.217 -3.652 -1.483
C -3.122 -1.613 -3.109 -1.334
H -2.057 4.605 -3.719 0.482
H -0.387 4.003 -3.908 0.449
H -0.970 4.518 -2.324 -0.182
H -4.002 3.080 -3.515 0.443
H -3.733 3.230 -1.755 0.417
H -4.100 1.649 -2.459 0.258
H -2.143 3.401 -5.603 0.319
H -2.193 2.350 -7.819 0.413
H -1.888 -0.099 -8.035 0.400
H -1.540 -1.474 -6.043 0.281
H -0.824 -2.738 -4.526 0.449
H -0.401 -2.918 -2.817 0.321
H 0.577 -1.855 -3.849 0.319
H -3.340 -2.053 -4.084 0.523
H -3.887 -0.874 -2.869 0.197
H -3.134 -2.386 -2.342 0.346
C 1.788 1.835 -4.389 -1.299
C 2.200 1.852 -2.928 0.400
O 2.152 0.527 -2.408 -0.166
C 3.271 0.154 -1.625 -0.398
C 3.269 -1.353 -1.472 -0.465
H 1.931 2.818 -4.840 0.406
H 0.742 1.550 -4.479 0.034
H 2.391 1.109 -4.937 0.381
H 1.530 2.498 -2.348 -0.408
H 3.217 2.248 -2.835 0.559
H 3.224 0.629 -0.638 0.128
H 4.197 0.476 -2.119 0.516
H 2.401 -1.672 -0.892 -0.249
H 4.176 -1.668 -0.954 0.220
H 3.232 -1.833 -2.450 0.417
S 1.697 0.791 1.894 -0.472
Sb 1.856 -1.284 2.735 1.070
C 2.556 -1.385 4.748 0.739
C 2.823 -2.640 5.283 -0.354
C 3.324 -2.751 6.571 -0.653
C 3.558 -1.608 7.323 -0.446
C 3.289 -0.356 6.791 -0.565
C 2.787 -0.243 5.501 -0.596
C 3.573 -2.262 1.907 0.622
C 4.708 -1.458 1.927 -0.664
C 5.924 -1.960 1.491 -0.683
C 6.006 -3.269 1.031 -0.498
C 4.873 -4.066 1.000 -0.659
C 3.653 -3.564 1.437 -0.189
C 0.127 -2.445 3.114 0.931
C -0.946 -1.721 3.616 -0.835
C -2.073 -2.390 4.063 -0.493
C -2.121 -3.776 4.002 -0.670
C -1.039 -4.494 3.513 -0.730
C 0.097 -3.830 3.075 -0.214
H 2.642 -3.536 4.697 0.234
H 3.534 -3.728 6.987 0.394
H 3.953 -1.695 8.327 0.382
H 3.472 0.533 7.381 0.391
H 2.576 0.731 5.073 0.398
H 4.637 -0.432 2.274 0.388
H 6.806 -1.333 1.510 0.398
H 6.956 -3.665 0.695 0.376
H 4.936 -5.083 0.634 0.403
H 2.772 -4.194 1.395 0.185
H -0.912 -0.636 3.647 0.414
H -2.919 -1.830 4.436 0.419
H -3.009 -4.301 4.332 0.398
H -1.078 -5.575 3.471 0.398
H 0.942 -4.397 2.703 0.204

[2]
115
Properties=species:S:1:pos:R:3:mulliken_charge:R:1 method="wB97M-V/def2-TZVPD" homo_ev=-6.28 gap_ev=6.3 charge=0
C -3.645 -1.757 -3.775 -1.484
C -3.619 -2.696 -2.572 1.484
C -4.201 -4.067 -2.929 -1.429
C -4.336 -2.060 -1.378 0.783
C -5.703 -1.799 -1.459 -0.254
C -6.396 -1.276 -0.372 -1.522
C -5.734 -1.030 0.828 -0.474
C -4.369 -1.288 0.945 0.638
C -3.625 -1.035 2.252 1.792
C -4.464 -1.352 3.493 -1.887
C -3.116 0.401 2.285 -1.246
C -3.670 -1.742 -0.184 -1.723
N -2.253 -2.003 -0.068 2.316
N -1.851 -3.223 0.357 -1.061
N -0.500 -3.216 0.230 1.928
C 0.254 -4.395 0.624 -2.184
C 0.541 -5.383 -0.339 1.036
C 0.024 -5.280 -1.775 1.695
C -0.863 -6.475 -2.137 -1.606
C 1.165 -5.133 -2.782 -1.313
C 1.336 -6.469 0.033 -0.138
C 1.848 -6.563 1.323 -1.625
C 1.504 -5.614 2.281 -0.650
C 0.670 -4.543 1.959 1.099
C 0.247 -3.541 3.030 1.574
C 1.314 -2.466 3.223 -1.190
C -0.088 -4.217 4.366 -1.859
C -0.050 -1.973 -0.215 -0.691
C 1.341 -1.616 -0.306 1.309
C 1.707 -0.248 -0.191 -1.133
C 3.019 0.162 -0.280 -0.669
C 4.018 -0.786 -0.420 0.123
C 5.428 -0.290 -0.449 0.915
F 6.336 -1.279 -0.651 -0.282
F 5.610 0.646 -1.436 -0.258
F 5.749 0.327 0.738 -0.262
C 3.725 -2.147 -0.493 -1.692
C 2.402 -2.558 -0.468 0.102
C -1.167 -1.169 -0.419 1.403
C -1.287 0.154 -0.829 -2.838
H -3.184 -0.799 -3.508 0.344
H -3.089 -2.193 -4.612 0.437
H -4.678 -1.573 -4.098 0.317
H -2.575 -2.845 -2.267 -0.689
H -4.148 -4.750 -2.072 0.326
H -5.250 -3.984 -3.242 0.312
H -3.634 -4.515 -3.753 0.396
H -6.220 -2.029 -2.391 0.382
H -7.459 -1.054 -0.461 0.351
H -6.276 -0.647 1.692 0.262
H -2.763 -1.720 2.253 -0.488
H -4.878 -2.365 3.439 0.406
H -3.836 -1.289 4.388 0.432
H -5.287 -0.637 3.606 0.382
H -2.495 0.612 1.405 0.263
H -3.971 1.092 2.279 0.288
H -2.524 0.577 3.190 0.378
H -0.594 -4.373 -1.815 -0.800
H -1.699 -6.564 -1.434 0.350
H -1.272 -6.347 -3.146 0.407
H -0.285 -7.408 -2.114 0.357
H 1.760 -4.236 -2.575 0.293
H 1.828 -6.009 -2.750 0.306
H 0.755 -5.044 -3.793 0.451
H 1.567 -7.232 -0.714 0.387
H 2.523 -7.378 1.583 0.345
H 1.883 -5.697 3.299 0.305
H -0.672 -3.064 2.654 -0.320
H 1.533 -1.953 2.278 0.116
H 0.971 -1.721 3.950 0.438
H 2.247 -2.914 3.594 0.279
H -0.800 -5.038 4.222 0.403
H 0.815 -4.611 4.848 0.367
H -0.543 -3.488 5.045 0.445
H 0.941 0.500 -0.001 0.728
H 3.255 1.221 -0.219 0.073
H 4.528 -2.878 -0.575 0.533
H 2.174 -3.621 -0.561 0.559
H -0.408 0.616 -1.263 0.778
H -2.269 0.624 -0.842 0.361
C 1.052 5.327 6.034 -0.817
O 1.852 4.267 5.454 -0.429
C 2.106 4.272 4.118 0.866
C 2.905 3.206 3.627 -0.722
C 3.151 3.100 2.268 -0.275
C 2.581 4.027 1.364 0.384
C 2.685 3.900 -0.085 -0.467
N 2.383 4.929 -0.822 -0.448
S 2.942 5.069 -2.443 1.361
C 2.245 6.614 -3.020 0.016
C 0.958 6.610 -3.561 -0.381
C 0.441 7.773 -4.121 -0.694
C 1.208 8.945 -4.166 0.991
C 0.627 10.182 -4.798 -1.350
C 2.504 8.937 -3.629 -0.729
C 3.029 7.774 -3.068 -0.379
O 4.371 5.228 -2.397 -0.690
O 2.338 4.001 -3.218 -0.675
C 1.898 5.143 1.872 -0.783
C 1.641 5.280 3.233 -0.465
H 0.976 5.044 7.085 0.240
H 1.555 6.301 5.937 0.334
H 0.051 5.376 5.580 0.335
H 3.307 2.492 4.340 0.459
H 3.778 2.301 1.881 0.522
H 3.159 2.993 -0.471 0.544
H 0.372 5.695 -3.558 0.414
H -0.569 7.780 -4.540 0.340
H 1.334 11.015 -4.753 0.349
H 0.370 10.008 -5.851 0.315
H -0.297 10.487 -4.289 0.321
H 3.097 9.857 -3.666 0.271
H 4.044 7.763 -2.680 0.437
H 1.544 5.898 1.171 0.441
H 1.093 6.144 3.610 0.372

[3]
118
Properties=species:S:1:pos:R:3:mulliken_charge:R:1 method="wB97M-V/def2-TZVPD" homo_ev=-10.55 gap_ev=6.7 charge=+1
Ti -0.399 0.632 -0.526 -0.193
C -0.846 -3.674 -3.705 -1.688
C 0.039 -2.973 -2.735 0.094
C 1.383 -3.090 -2.573 -1.465
C 1.726 -2.195 -1.549 -0.885
N 0.640 -1.539 -1.129 1.037
N -0.403 -2.093 -1.821 0.299
B -1.691 -1.342 -1.819 0.847
N -1.456 0.035 -2.470 0.574
N -0.249 0.207 -3.124 0.491
C -0.495 0.897 -4.202 -0.564
C -1.901 1.187 -4.329 -1.129
C -2.468 0.643 -3.213 0.059
C -3.894 0.544 -2.810 -1.592
C 0.603 1.372 -5.123 2.406
C 0.442 2.890 -5.298 -1.587
C 1.963 1.044 -4.560 -1.427
C 0.430 0.696 -6.503 -1.886
N -2.005 -1.080 -0.272 1.029
N -2.327 0.185 0.162 -0.027
C -3.123 0.043 1.258 -0.421
C -3.245 -1.325 1.519 -0.723
C -2.548 -1.992 0.550 0.017
C -2.440 -3.450 0.251 -1.541
C -3.907 1.120 1.985 2.568
C -5.303 1.039 1.357 -1.789
C -3.371 2.517 1.835 -1.371
C -4.014 0.743 3.488 -1.999
C 3.144 -2.200 -1.028 2.789
C 4.049 -1.646 -2.119 -1.835
C 3.360 -1.484 0.288 -1.434
C 3.588 -3.665 -0.793 -1.762
H -0.360 -4.495 -4.198 0.506
H -1.718 -4.107 -3.177 0.224
H -1.259 -2.975 -4.446 0.209
H 2.033 -3.734 -3.119 0.704
H -2.550 -1.983 -2.345 -0.202
H -2.401 1.690 -5.150 0.521
H -4.570 0.972 -3.547 0.513
H -4.207 -0.508 -2.713 0.276
H -4.059 1.057 -1.873 0.208
H 0.458 3.353 -4.307 0.250
H 1.249 3.299 -5.920 0.440
H -0.500 3.110 -5.806 0.389
H 2.740 1.329 -5.272 0.575
H 2.074 -0.023 -4.345 0.244
H 2.101 1.581 -3.625 -0.056
H -0.494 1.047 -6.965 0.391
H 1.253 1.046 -7.143 0.472
H 0.453 -0.397 -6.459 0.329
H -3.867 -1.781 2.261 0.585
H -2.645 -4.016 1.172 0.478
H -3.192 -3.681 -0.507 0.288
H -1.449 -3.743 -0.111 0.146
H -5.231 1.324 0.293 0.235
H -5.773 0.060 1.433 0.359
H -5.931 1.799 1.850 0.502
H -3.177 2.747 0.785 0.206
H -4.155 3.194 2.202 0.534
H -2.445 2.628 2.372 0.141
H -4.641 -0.119 3.723 0.360
H -3.022 0.561 3.898 0.658
H -4.441 1.585 4.064 0.407
H 3.825 -0.601 -2.377 0.061
H 5.079 -1.726 -1.770 0.551
H 3.953 -2.273 -3.032 0.377
H 3.315 -0.394 0.232 0.327
H 2.642 -1.810 1.051 -0.032
H 4.338 -1.750 0.651 0.721
H 3.594 -4.241 -1.736 0.403
H 4.587 -3.644 -0.394 0.548
H 2.925 -4.188 -0.078 0.194
Cl 2.103 1.412 -0.857 0.003
C 2.052 3.140 -1.010 -0.438
C 3.210 3.869 -0.741 -0.545
C 3.147 5.265 -0.810 -0.856
C 1.937 5.877 -1.158 -0.509
C 0.794 5.106 -1.443 0.172
Cl -0.693 5.889 -1.844 -0.186
C 0.835 3.715 -1.323 0.728
S -0.568 2.713 -1.677 -0.079
H 4.113 3.338 -0.409 0.490
H 4.011 5.866 -0.538 0.409
H 1.826 6.958 -1.207 0.447
N -0.128 3.056 1.618 -0.738
C -0.319 2.175 0.890 0.405
C 4.588 1.196 3.835 -0.711
C 3.850 2.059 3.024 -1.124
C 2.662 1.623 2.476 0.051
C 2.186 0.348 2.717 0.830
C 2.930 -0.506 3.504 -0.333
C 4.129 -0.083 4.053 -1.056
As 0.378 -0.174 2.083 2.500
C -0.503 0.354 3.741 1.165
C -0.538 1.618 4.332 -0.757
C -1.038 1.722 5.613 -0.933
C -1.449 0.585 6.293 -1.029
C -1.346 -0.683 5.728 -0.946
C -0.835 -0.790 4.434 0.389
C -0.556 -2.070 3.776 0.511
C -0.841 -3.317 4.341 -0.852
C -0.428 -4.493 3.725 -1.198
C 0.205 -4.442 2.493 -0.757
C 0.492 -3.205 1.916 -0.909
C 0.144 -2.038 2.578 0.401
H 5.514 1.515 4.295 0.423
H 4.204 3.061 2.816 0.539
H 2.101 2.345 1.912 0.361
H 2.617 -1.530 3.694 0.431
H 4.738 -0.740 4.661 0.427
H -0.206 2.490 3.796 0.511
H -1.135 2.691 6.098 0.464
H -1.772 0.691 7.326 0.419
H -1.667 -1.548 6.283 0.471
H -1.414 -3.372 5.270 0.395
H -0.626 -5.448 4.200 0.383
H 0.537 -5.340 1.985 0.481
H 0.944 -3.136 0.941 0.217

[4]
124
Properties=species:S:1:pos:R:3:mulliken_charge:R:1 method="wB97M-V/def2-TZVPD" s_squared=0.76 homo_ev="-15.49 / -15.51" multiplicity=2 gap_ev="6.8 / 6.2" charge=+3
Os -0.761 -0.423 0.333 0.373
C 0.202 1.399 -2.732 -1.410
C 0.045 1.969 -1.350 1.390
O 0.290 3.299 -1.370 -0.492
N -0.258 1.312 -0.314 -0.635
Te -0.109 4.487 0.137 0.941
C -0.690 6.195 -0.942 0.531
C -0.633 7.362 -0.168 0.604
C -0.254 7.369 1.291 -1.758
C -0.961 8.562 -0.785 -1.008
C -1.339 8.619 -2.120 0.331
C -1.659 9.924 -2.784 -1.638
C -1.437 7.424 -2.829 -0.917
C -1.133 6.191 -2.270 0.937
C -1.319 4.956 -3.110 -1.137
C 1.875 4.921 0.573 1.960
C 2.744 5.467 -0.382 0.638
C 2.363 5.780 -1.804 -1.719
C 4.042 5.744 0.033 -0.826
C 4.477 5.518 1.332 0.326
C 5.880 5.842 1.747 -1.867
C 3.577 4.973 2.251 -1.104
C 2.276 4.666 1.898 0.704
C 1.348 4.083 2.933 -1.804
H -0.133 2.116 -3.478 0.441
H -0.369 0.480 -2.834 0.393
H 1.262 1.199 -2.907 0.249
H -0.695 6.527 1.843 0.227
H -0.637 8.263 1.779 0.582
H 0.828 7.352 1.435 0.351
H -0.930 9.473 -0.199 0.440
H -1.737 10.734 -2.062 0.381
H -2.594 9.860 -3.339 0.410
H -0.876 10.184 -3.500 0.329
H -1.781 7.451 -3.857 0.474
H -1.930 5.191 -3.978 0.543
H -1.820 4.157 -2.561 0.126
H -0.361 4.576 -3.469 0.194
H 1.715 5.022 -2.242 -0.006
H 3.256 5.850 -2.420 0.578
H 1.848 6.741 -1.857 0.369
H 4.739 6.146 -0.693 0.489
H 6.481 6.176 0.904 0.403
H 6.362 4.971 2.193 0.400
H 5.878 6.631 2.501 0.428
H 3.906 4.787 3.267 0.484
H 1.895 3.842 3.842 0.522
H 0.876 3.164 2.570 0.054
H 0.554 4.780 3.212 0.357
F 2.436 -5.996 -4.489 -0.244
C 1.193 -5.794 -4.045 0.737
F 0.746 -6.953 -3.540 -0.226
F 0.421 -5.474 -5.087 -0.280
C 1.175 -4.714 -2.984 0.171
C 1.809 -4.964 -1.775 -1.118
C 1.820 -3.993 -0.785 -0.618
C 1.204 -2.763 -1.013 -0.030
C 0.569 -2.527 -2.233 0.114
C 0.549 -3.499 -3.219 -0.877
P 1.251 -1.429 0.210 3.033
C 2.549 -0.297 -0.351 -0.396
C 2.786 0.866 0.386 -0.109
C 3.779 1.747 0.004 -0.629
C 4.525 1.479 -1.139 -0.141
C 4.302 0.330 -1.879 -1.098
C 3.320 -0.568 -1.478 -0.395
C 5.559 2.481 -1.594 0.785
F 6.504 1.920 -2.341 -0.278
F 4.972 3.449 -2.328 -0.243
F 6.150 3.078 -0.548 -0.258
C 1.858 -2.194 1.734 -0.201
C 0.978 -2.999 2.464 -0.174
C 1.397 -3.593 3.640 -1.167
C 2.697 -3.386 4.089 -0.006
C 3.584 -2.615 3.359 -0.993
C 3.165 -2.018 2.175 -0.780
C 3.108 -3.990 5.414 0.746
F 4.430 -4.002 5.566 -0.258
F 2.653 -5.241 5.530 -0.248
F 2.577 -3.268 6.418 -0.250
H 2.302 -5.913 -1.609 0.509
H 2.330 -4.193 0.147 0.586
H 0.110 -1.564 -2.433 -0.416
H 0.066 -3.315 -4.169 0.583
H 2.199 1.073 1.276 0.245
H 3.983 2.636 0.586 0.658
H 4.904 0.122 -2.753 0.538
H 3.170 -1.475 -2.048 0.507
H -0.026 -3.182 2.095 0.595
H 0.730 -4.231 4.205 0.550
H 4.600 -2.483 3.707 0.530
H 3.863 -1.417 1.607 0.421
C -1.943 -5.758 -1.870 -1.326
C -3.321 -5.896 -1.234 0.776
C -4.420 -5.334 -2.130 -1.558
C -3.346 -5.290 0.170 -1.204
N -3.052 -3.842 0.165 -0.050
C -3.876 -2.809 -0.097 -0.392
N -3.191 -1.694 -0.012 -0.731
N -1.945 -2.093 0.295 1.336
N -1.841 -3.374 0.401 -0.174
H -1.909 -6.288 -2.822 0.529
H -1.159 -6.170 -1.233 0.427
H -1.706 -4.709 -2.073 0.034
H -3.528 -6.956 -1.063 0.409
H -4.235 -4.287 -2.390 0.310
H -5.407 -5.417 -1.671 0.403
H -4.450 -5.884 -3.069 0.430
H -2.589 -5.741 0.810 0.399
H -4.322 -5.404 0.640 0.490
H -4.923 -2.906 -0.331 0.504
C 0.783 0.274 3.985 -0.445
Sb -0.989 -0.076 2.905 0.679
C -2.170 1.659 3.131 -0.910
C -2.005 -1.650 3.881 -1.094
H 0.564 0.237 5.052 0.592
H 1.166 1.261 3.735 0.012
H 1.514 -0.489 3.736 -0.024
H -2.441 1.786 4.178 0.461
H -3.071 1.569 2.527 0.419
H -1.583 2.511 2.789 0.047
H -2.616 -1.232 4.679 0.574
H -1.269 -2.335 4.296 0.302
H -2.640 -2.170 3.167 0.266

Table of energy relative to the best compared isomer or geometry (same formula, charge and spin) (kcal/mol), in record order: 0.0, 0.0, 0.0, 0.0